# 1
DFT (the ωB97M-V functional and the def2-TZVPD basis) results for a structure of composition C47H61IrN4O4S2Se at a distorted geometry.

CARTESIAN COORDINATES (ANGSTROEM)
Ir 0.002 -0.051 0.522
C 2.859 5.442 -4.062
C 3.601 4.102 -4.097
C 3.315 3.366 -5.414
C 5.104 4.399 -4.038
C 3.118 3.230 -2.949
C 1.795 2.799 -2.907
C 1.358 1.947 -1.911
Se -0.365 1.002 -2.147
C -2.045 1.785 -1.467
C -2.718 2.730 -2.204
C -3.986 3.161 -1.813
C -4.504 2.629 -0.638
C -3.880 1.648 0.113
C -2.627 1.149 -0.334
O -2.063 0.136 0.226
C -4.566 1.178 1.397
C -3.926 -0.031 2.085
C -4.527 2.350 2.391
C -6.022 0.792 1.083
C -4.762 4.142 -2.679
C -3.940 5.422 -2.868
C -5.025 3.478 -4.039
C -6.115 4.523 -2.067
C 2.248 1.444 -0.929
O 1.882 0.589 -0.043
C 3.606 1.877 -0.977
C 3.984 2.765 -1.960
C 4.583 1.298 0.040
C 4.602 -0.235 -0.077
C 6.019 1.790 -0.166
C 4.129 1.707 1.448
H 3.209 6.083 -4.868
H 3.048 5.942 -3.114
H 1.788 5.304 -4.168
H 3.721 3.920 -6.257
H 2.248 3.239 -5.572
H 3.774 2.380 -5.394
H 5.382 4.990 -4.908
H 5.694 3.485 -4.054
H 5.359 4.973 -3.150
H 1.085 3.102 -3.664
H -2.244 3.109 -3.098
H -5.456 2.992 -0.293
H -2.899 0.161 2.380
H -3.943 -0.907 1.442
H -4.495 -0.256 2.987
H -3.491 2.611 2.593
H -5.014 2.062 3.322
H -5.027 3.229 1.990
H -6.045 0.064 0.273
H -6.622 1.652 0.798
H -6.483 0.340 1.958
H -2.996 5.216 -3.364
H -3.727 5.871 -1.900
H -4.494 6.140 -3.470
H -4.096 3.249 -4.553
H -5.618 4.134 -4.674
H -5.572 2.548 -3.898
H -5.987 5.005 -1.100
H -6.752 3.650 -1.948
H -6.624 5.222 -2.728
H 5.008 3.092 -1.981
H 4.871 -0.535 -1.088
H 3.629 -0.651 0.166
H 5.330 -0.651 0.616
H 6.385 1.544 -1.160
H 6.665 1.294 0.556
H 6.103 2.863 -0.008
H 3.154 1.286 1.671
H 4.071 2.793 1.520
H 4.834 1.341 2.190
C -3.976 0.123 7.235
C -2.816 -0.053 6.302
C -2.428 0.951 5.424
C -1.349 0.771 4.572
C -0.641 -0.413 4.605
C -1.019 -1.425 5.467
C -2.100 -1.247 6.309
S 0.801 -0.653 3.560
O 1.184 0.657 3.057
O 1.801 -1.336 4.339
N 0.299 -1.426 2.245
C 0.242 -2.760 2.060
C 0.428 -3.705 3.060
C 0.250 -5.061 2.804
C -0.103 -5.514 1.557
C -0.227 -4.607 0.491
C -0.517 -5.001 -0.833
C -0.557 -4.060 -1.826
C -0.315 -2.718 -1.495
N -0.082 -2.319 -0.269
C -0.040 -3.218 0.732
H -4.364 1.138 7.197
H -3.668 -0.098 8.256
H -4.783 -0.563 6.972
H -2.970 1.885 5.401
H -1.043 1.545 3.884
H -0.453 -2.340 5.486
H -2.390 -2.039 6.985
H 0.740 -3.369 4.035
H 0.380 -5.762 3.618
H -0.272 -6.565 1.376
H -0.687 -6.048 -1.045
H -0.770 -4.331 -2.851
H -0.311 -1.956 -2.265
C 0.968 6.271 2.505
N 0.144 5.178 2.036
C 0.408 3.854 2.044
S -0.537 2.900 1.019
N 1.336 3.289 2.806
C 1.910 3.750 4.050
H 1.021 7.045 1.739
H 1.978 5.935 2.719
H 0.544 6.720 3.408
H -0.598 5.423 1.395
H 1.388 2.273 2.696
H 2.937 4.100 3.903
H 1.937 2.902 4.734
H 1.317 4.546 4.499

Cartesian forces (eV/Å) of the 6 atoms listed first:
Ir -1.21 0.04 -3.59
C 0.15 -0.15 -0.07
C -0.05 0.10 -0.10
C 0.09 0.15 0.13
C -0.27 -0.07 0.00
C -0.15 -0.03 -0.01

The calculation puts the HOMO energy (alpha / beta) at -0.258 / -0.258 hartree. Its spin multiplicity is 1. Its charge is 0. As for the orbital gap (alpha / beta): 6.118 / 6.043 eV.

=====

# 2
DFT (the ωB97M-V functional and the def2-TZVPD basis) results for a structure of composition C47H64CrN3O2Se2 at a distorted geometry.

CARTESIAN COORDINATES (ANGSTROEM)
Cr -1.234 0.096 -0.223
C 3.220 -3.055 -5.270
C 2.415 -1.950 -5.972
C 3.412 -1.039 -6.701
C 1.450 -2.569 -6.990
C 1.610 -1.210 -4.911
C 0.777 -1.908 -4.039
C 0.217 -1.251 -2.963
Se -0.906 -2.128 -1.631
C 0.513 -2.665 -0.417
C 1.291 -3.764 -0.709
C 2.304 -4.153 0.156
C 2.451 -3.432 1.339
C 1.678 -2.333 1.670
C 0.707 -1.878 0.737
O 0.014 -0.795 0.899
C 1.805 -1.606 3.005
C 2.177 -0.136 2.761
C 0.444 -1.677 3.716
C 2.865 -2.229 3.920
C 3.200 -5.323 -0.220
C 2.344 -6.581 -0.426
C 3.915 -4.962 -1.530
C 4.258 -5.627 0.847
C 0.450 0.114 -2.694
O 0.057 0.612 -1.565
C 1.124 0.861 -3.697
C 1.700 0.168 -4.746
C 1.258 2.374 -3.571
C -0.102 2.979 -3.196
C 1.682 3.048 -4.883
C 2.336 2.669 -2.517
H 3.900 -3.539 -5.967
H 2.564 -3.813 -4.853
H 3.808 -2.628 -4.460
H 4.028 -1.633 -7.375
H 4.077 -0.547 -5.994
H 2.903 -0.285 -7.298
H 1.994 -3.146 -7.734
H 0.889 -1.787 -7.497
H 0.743 -3.226 -6.490
H 0.565 -2.960 -4.171
H 1.086 -4.289 -1.630
H 3.217 -3.741 2.027
H 1.409 0.356 2.168
H 3.123 -0.067 2.227
H 2.275 0.394 3.708
H -0.315 -1.169 3.125
H 0.494 -1.203 4.694
H 0.141 -2.714 3.849
H 3.852 -2.172 3.468
H 2.635 -3.269 4.138
H 2.900 -1.689 4.864
H 1.629 -6.438 -1.231
H 1.793 -6.817 0.482
H 2.973 -7.433 -0.678
H 3.199 -4.798 -2.332
H 4.591 -5.761 -1.830
H 4.489 -4.046 -1.404
H 3.793 -5.891 1.795
H 4.915 -4.773 0.996
H 4.870 -6.471 0.529
H 2.259 0.730 -5.470
H -0.796 2.828 -4.020
H -0.008 4.046 -3.012
H -0.528 2.514 -2.313
H 0.983 2.803 -5.680
H 2.686 2.764 -5.190
H 1.676 4.128 -4.745
H 2.134 2.134 -1.594
H 2.388 3.734 -2.304
H 3.304 2.334 -2.887
C -1.288 6.639 0.885
C -1.030 5.830 2.166
C 0.326 6.225 2.769
C -2.129 6.128 3.187
C -1.000 4.370 1.762
C 0.017 3.923 0.912
C -0.013 2.636 0.438
N -0.973 1.772 0.743
C -1.912 2.136 1.636
C -1.951 3.436 2.143
C -2.828 1.061 1.961
C -3.783 1.143 2.970
C -4.569 0.051 3.307
C -4.361 -1.108 2.543
C -3.408 -1.120 1.544
N -2.635 -0.075 1.233
C -5.548 0.152 4.464
C -6.252 -1.178 4.749
C -6.616 1.207 4.139
C -4.791 0.576 5.735
H -1.287 7.704 1.102
H -2.252 6.373 0.457
H -0.523 6.442 0.137
H 0.283 7.246 3.143
H 1.118 6.180 2.028
H 0.581 5.564 3.595
H -2.046 7.158 3.524
H -2.037 5.482 4.058
H -3.115 6.000 2.746
H 0.810 4.574 0.589
H 0.738 2.273 -0.243
H -2.747 3.699 2.817
H -3.883 2.068 3.515
H -4.935 -2.002 2.720
H -3.230 -2.017 0.962
H -6.907 -1.457 3.927
H -6.864 -1.078 5.644
H -5.533 -1.976 4.921
H -7.163 0.930 3.240
H -6.176 2.189 3.986
H -7.321 1.276 4.964
H -4.027 -0.158 5.985
H -5.485 0.653 6.571
H -4.311 1.543 5.612
Se -4.912 2.187 -2.360
C -3.528 1.378 -1.741
N -2.581 0.857 -1.279

Cartesian forces (eV/Å) of the 6 atoms listed first:
Cr 1.87 -1.87 -1.20
C -0.05 0.14 -0.15
C -0.02 -0.10 -0.08
C -0.22 -0.17 0.12
C 0.21 0.09 0.08
C 0.00 -0.03 0.01

The calculation puts the HOMO energy (alpha / beta) at -0.263 / -0.261 hartree. Its spin multiplicity is 4. Its charge is 0. As for the orbital gap (alpha / beta): 6.194 / 5.958 eV.

=====

no.,M (g/mol),DFT total energy (a.u.)
1,1081.34,-5649.63780
2,912.96,-7991.58494